Record 1
C29H46CoP2Se | ωB97M-V/def2-TZVPD

LUMO (alpha / beta) (eV): -2.0 / -4.7
Relative energy (zero: lowest compared OMol25 entry of this formula, charge and spin) (eV): 0.000
Multiplicity: 5
E (hartree): -5599.0416
<S²>: 6.0840
Charge: +1

Cartesian coordinates (Å):
Co1 0.25959 -0.91078 0.31539
C1 -0.70467 -2.31234 1.68677
C2 0.61575 -2.65873 1.18723
C3 0.80736 -0.95864 2.78331
C4 -0.55390 -1.28954 2.68364
C5 1.54399 -1.76734 1.85182
C6 -1.94520 -3.12732 1.56578
H1 -1.84452 -3.93584 0.83620
H2 -2.80929 -2.50070 1.30625
H3 -2.15796 -3.59672 2.53866
C7 -1.64853 -0.76713 3.52849
H4 -2.53011 -1.41450 3.50887
H5 -1.95838 0.22748 3.17881
H6 -1.34011 -0.66200 4.57708
C8 1.41357 -0.02562 3.75853
H7 0.96199 -0.12386 4.75452
H8 1.27326 1.01653 3.43866
H9 2.49078 -0.19598 3.87172
C9 3.02017 -1.95481 1.94390
H10 3.26784 -2.37122 2.93312
H11 3.55058 -0.99675 1.85136
H12 3.38923 -2.65527 1.19003
C10 0.98773 -3.88726 0.43630
H13 1.38513 -4.65596 1.11726
H14 1.76867 -3.67173 -0.30432
H15 0.12645 -4.31653 -0.07583
C11 -1.19306 1.00133 -3.41629
C12 -1.60673 -0.27780 -3.57865
C13 -1.03934 -1.18695 -4.65024
C14 0.46826 -1.02387 -4.93484
C15 1.34481 -0.65179 -3.77106
C16 1.74209 0.62414 -3.50759
C17 1.11450 1.85337 -4.09412
C18 -0.37913 1.71974 -4.44415
H16 -1.57507 -1.00871 -5.60003
H17 0.61129 -0.31920 -5.77126
H18 -1.25560 -2.23766 -4.39360
H19 -0.49511 1.25370 -5.43797
H20 -1.58978 1.62953 -2.61543
H21 -2.58069 -0.59930 -3.18642
H22 -0.78123 2.73790 -4.55117
H23 1.25815 2.68128 -3.38041
H24 2.66688 0.84351 -2.96705
H25 1.65154 2.15104 -5.01339
H26 0.82377 -1.99337 -5.31769
H27 1.81852 -1.50022 -3.27805
P1 -1.59764 -0.67862 -0.70365
C19 -3.00017 0.43730 -0.68164
C20 -1.65300 -2.27249 -1.57483
P2 1.99876 0.19397 -0.34096
C21 0.18213 0.20031 -1.19600
C22 3.14349 -0.96474 -1.15884
C23 2.57397 1.91348 -0.32461
H28 -2.80748 1.28566 0.00195
H29 -3.87691 -0.10930 -0.29287
H30 -3.24338 0.82810 -1.68174
H31 -1.05465 -2.24354 -2.48504
H32 -2.69026 -2.51356 -1.81939
H33 -1.24594 -3.07300 -0.95797
H34 2.58282 2.33285 -1.34173
H35 3.58796 1.95010 0.10328
H36 1.90875 2.51612 0.31810
H37 -0.05219 1.27349 -1.24051
H38 0.26442 -0.27586 -2.17423
H39 3.96597 -1.18163 -0.46573
H40 3.55467 -0.56182 -2.08285
H41 2.63457 -1.91464 -1.37310
Se1 -0.57999 2.01576 1.57509
C24 -0.96809 3.06828 3.05747
C25 -1.31391 4.42039 2.82212
C26 -1.65605 5.25503 3.87763
C27 -1.65414 4.77252 5.19974
C28 -1.30111 3.43464 5.44333
C29 -0.95018 2.59472 4.39059
H42 -1.31063 4.78039 1.79772
H43 -1.92765 6.29053 3.67684
H44 -1.92354 5.43108 6.02871
H45 -1.29901 3.04633 6.46226
H46 -0.66515 1.56405 4.58676

Record 2
C29H46F10N4O10PS | ωB97M-V/def2-TZVPD

LUMO (eV): -4.5
E (hartree): -3841.9302
Charge: +1

Cartesian coordinates (Å):
N1 0.00083 -3.90878 -3.18109
P1 0.81227 -3.25231 -2.07856
O1 0.06025 -2.83306 -0.74241
O2 1.58479 -1.96927 -2.51347
N2 2.14219 -4.33679 -1.47329
C1 2.20831 -5.62656 -1.86351
F1 1.27514 -6.09506 -2.62939
C2 3.20468 -6.49134 -1.46571
N3 3.21356 -7.84654 -1.86868
C3 4.18046 -5.98918 -0.62694
C4 5.26572 -6.95348 -0.22439
O3 6.00509 -7.42127 -1.05348
O4 5.30815 -7.19449 1.09039
C5 4.15511 -4.65257 -0.19893
C6 5.24271 -4.10372 0.68256
C7 6.62793 -4.14142 0.03048
C8 7.57531 -3.11653 0.66626
C9 9.04412 -3.50066 0.40821
C10 9.99101 -2.34252 0.11991
F2 11.07581 -2.46414 0.94432
F3 9.45644 -1.13097 0.39525
C11 10.65059 -2.30808 -1.29013
F4 11.34532 -3.44433 -1.43514
F5 11.50776 -1.29222 -1.34679
S1 9.50245 -2.17594 -2.80238
F6 9.75184 -0.62536 -2.93218
F7 10.73514 -2.46575 -3.74339
F8 9.19308 -3.73598 -2.69775
F9 8.23180 -1.87839 -1.88269
F10 8.56176 -2.11651 -4.05990
C12 3.12261 -3.85744 -0.61586
C13 3.08498 -2.43574 -0.16666
C14 2.38326 -2.04922 0.95740
C15 2.40023 -0.70682 1.31896
C16 3.14230 0.16906 0.54822
C17 3.83708 -0.32507 -0.54911
N4 3.80907 -1.60017 -0.91811
H1 -0.98640 -4.05420 -3.02588
H2 -0.60403 -3.52252 -0.58733
H3 2.55825 -1.99020 -2.46874
H4 2.26087 -8.19103 -1.93372
H5 3.59504 -7.93169 -2.80722
H6 6.09619 -7.74134 1.24814
H7 5.26525 -4.71798 1.58454
H8 5.01669 -3.09344 1.01142
H9 7.08120 -5.12866 0.13298
H10 6.56573 -3.95899 -1.04413
H11 7.34639 -2.14581 0.24257
H12 7.39877 -3.11536 1.74091
H13 9.11703 -4.24963 -0.37512
H14 9.42742 -3.97971 1.30690
H15 1.82366 -2.77345 1.53042
H16 1.85629 -0.36522 2.18698
H17 3.18431 1.22151 0.78577
H18 4.43651 0.34431 -1.15048
C18 -1.39120 -0.11653 -1.03395
O5 -2.62748 0.43614 -1.40400
C19 -3.28459 -0.35812 -2.37634
C20 -4.73039 0.05400 -2.52664
O6 -5.58200 -0.47801 -1.52687
C21 -5.54720 0.15908 -0.25757
C22 -6.28756 1.47519 -0.21353
O7 -5.47846 2.51288 -0.73498
C23 -6.22305 3.68722 -0.97605
H19 -0.72087 -0.21400 -1.89875
H20 -0.93601 0.55686 -0.30802
H21 -1.53314 -1.09188 -0.56535
H22 -3.24424 -1.41718 -2.08278
H23 -2.77133 -0.23733 -3.34093
H24 -5.09502 -0.36785 -3.46517
H25 -4.81517 1.14102 -2.58723
H26 -4.52073 0.28754 0.09391
H27 -6.05472 -0.53162 0.41829
H28 -6.54416 1.70929 0.82930
H29 -7.21475 1.38912 -0.79369
H30 -6.99504 3.51329 -1.73469
H31 -5.53499 4.44466 -1.34575
H32 -6.69304 4.05445 -0.05651
C24 -9.34285 5.35791 5.14904
O8 -9.13720 6.23437 4.06648
C25 -9.72919 7.50167 4.29396
C26 -9.23742 8.51066 3.28269
O9 -7.96417 9.05693 3.58932
C27 -6.84018 8.24010 3.30956
C28 -6.47229 8.18735 1.84451
O10 -7.28919 7.25566 1.15799
C29 -7.17595 7.38360 -0.23914
H33 -10.41140 5.19671 5.33472
H34 -8.88257 4.40559 4.89339
H35 -8.87686 5.74256 6.06396
H36 -9.48571 7.85402 5.30412
H37 -10.82072 7.40743 4.20485
H38 -9.92255 9.36006 3.30492
H39 -9.25594 8.08621 2.27650
H40 -6.97246 7.23146 3.70781
H41 -6.01023 8.70941 3.84144
H42 -5.42106 7.87859 1.74828
H43 -6.58875 9.18616 1.40555
H44 -7.52015 8.36770 -0.57718
H45 -7.80679 6.61973 -0.69048
H46 -6.13951 7.22998 -0.56504

Record 3
C29H46GaP2Se | ωB97M-V/def2-TZVPD

LUMO (alpha / beta) (eV): -4.6 / -5.2
Relative energy (zero: lowest compared OMol25 entry of this formula, charge and spin) (eV): 4.514
E (hartree): -6141.0643
Charge: +1

Cartesian coordinates (Å):
Ga1 -1.23947 1.23963 -2.02068
C1 -0.59663 -2.76953 2.35403
C2 0.70146 -3.12826 1.91988
C3 0.91486 -1.43422 3.44320
C4 -0.46208 -1.71604 3.29807
C5 1.63659 -2.29935 2.58655
C6 -1.86173 -3.43096 1.95944
H1 -1.84649 -3.70566 0.89797
H2 -2.71840 -2.77042 2.14114
H3 -2.03451 -4.35583 2.53204
C7 -1.56009 -1.03678 4.02679
H4 -2.48321 -1.62298 3.97293
H5 -1.76317 -0.04220 3.60240
H6 -1.30629 -0.89348 5.08798
C8 1.50075 -0.41336 4.34225
H7 0.98726 -0.38973 5.30760
H8 1.42193 0.59193 3.91519
H9 2.55854 -0.60992 4.53243
C9 3.11263 -2.38181 2.44372
H10 3.54482 -3.17395 3.08057
H11 3.57518 -1.42929 2.73731
H12 3.39100 -2.60402 1.40181
C10 1.02193 -4.23075 0.98732
H13 1.19014 -5.18192 1.51141
H14 1.93551 -4.01799 0.42394
H15 0.20898 -4.39973 0.27422
C11 -1.58421 1.47464 -3.90688
C12 -2.30277 0.08412 -4.04660
C13 -1.37234 -0.94235 -4.66637
C14 -0.00197 -0.90995 -3.91947
C15 0.13769 -0.04703 -2.66652
C16 1.30935 0.91910 -2.77563
C17 1.02496 1.96072 -3.91007
C18 -0.30925 1.78298 -4.72666
H16 -1.22462 -0.69320 -5.74125
H17 0.71083 -0.56827 -4.68031
H18 -1.83663 -1.94697 -4.62182
H19 -0.17841 1.06911 -5.56673
H20 -2.28717 2.32077 -3.96303
H21 -3.21322 0.20977 -4.64308
H22 -0.49335 2.77087 -5.18525
H23 1.06798 2.95993 -3.44892
H24 2.17792 0.38610 -3.17339
H25 1.87248 1.98687 -4.63005
H26 0.34030 -1.93101 -3.68138
H27 0.23308 -0.65713 -1.76521
P1 -2.87181 -0.70496 -2.40780
C19 -4.37821 0.00143 -1.68865
C20 -2.12115 -2.19677 -1.63721
P2 3.30017 0.91375 -0.34466
C21 1.76352 1.48371 -1.37815
C22 3.69750 -0.69202 -1.13830
C23 4.45354 2.06519 -1.16214
H28 -4.08668 0.85826 -1.04328
H29 -4.93157 -0.71776 -1.04396
H30 -5.08880 0.31583 -2.48385
H31 -1.46580 -2.76776 -2.31688
H32 -2.87199 -2.94166 -1.28885
H33 -1.52190 -1.92592 -0.75153
H34 4.31072 1.97550 -2.24385
H35 5.49126 1.86504 -0.86835
H36 4.17382 3.08278 -0.85004
H37 1.86742 2.57562 -1.45004
H38 0.99790 1.24517 -0.61400
H39 4.66741 -1.05541 -0.76008
H40 3.71885 -0.58902 -2.22978
H41 2.93986 -1.42799 -0.83531
Se1 -1.20368 2.99087 0.49440
C24 -1.19267 3.45254 2.28805
C25 -1.61417 4.74148 2.74985
C26 -1.80319 4.98785 4.10963
C27 -1.51675 4.00030 5.05991
C28 -0.99913 2.75629 4.64211
C29 -0.79807 2.49982 3.27821
H42 -1.83330 5.50588 2.00429
H43 -2.17750 5.96637 4.42564
H44 -1.68134 4.18695 6.12305
H45 -0.74681 1.98386 5.37605
H46 -0.37759 1.54234 2.94467

Record 4
C29H46N3O3S | ωB97M-V/def2-TZVPD

LUMO (alpha / beta) (eV): -7.6 / -7.6
Multiplicity: 2
E (hartree): -1920.1565
<S²>: 0.7542
Charge: +2

Cartesian coordinates (Å):
C1 -0.89742 -3.13833 6.65248
C2 -1.25108 -1.99249 5.70806
S1 0.27101 -1.55028 4.82959
C3 -0.13179 -0.86535 3.18069
C4 -1.33328 -1.45784 2.42690
C5 -1.24763 -1.08782 0.89237
C6 -0.47152 0.16578 0.55103
O1 -1.01452 1.34632 1.17624
C7 -0.14875 2.37536 1.03195
O2 0.24135 2.70684 -0.02117
C8 0.30183 3.09820 2.26590
C9 -0.84761 3.94934 2.84697
C10 -2.64042 -0.79046 2.93915
C11 -3.95991 -1.59354 2.74547
C12 -4.55161 -1.97604 4.11903
C13 -4.99409 -0.60454 2.15944
N1 -3.87560 -2.73501 1.81958
O3 -4.18225 -2.48250 0.60208
C14 -2.73698 -3.66183 2.02539
C15 -2.47100 -4.37410 0.68186
C16 -3.18130 -4.80576 2.98558
C17 -1.40214 -3.00312 2.48204
H1 -1.76901 -3.40492 7.24760
H2 -0.10099 -2.85494 7.33350
H3 -0.58455 -4.03044 6.11355
H4 -2.02434 -2.33294 5.03224
H5 -1.66491 -1.18669 6.31211
H6 -0.34572 0.19042 3.32561
H7 0.79536 -0.94607 2.62288
H8 -0.88481 -1.92013 0.29364
H9 -2.27187 -0.88835 0.57876
H10 0.59913 0.06529 0.72762
H11 -0.56062 0.30588 -0.53364
H12 0.72338 2.41459 3.00257
H13 1.07727 3.79139 1.97025
H14 -1.25341 4.52723 2.01938
H15 -0.44328 4.68254 3.53455
H16 -1.61409 3.34558 3.31593
H17 -2.58575 -0.49016 3.98175
H18 -2.74458 0.13788 2.38675
H19 -4.65574 -1.09851 4.74627
H20 -5.56519 -2.32668 3.91612
H21 -4.03462 -2.80165 4.59707
H22 -5.89549 -1.10418 1.82265
H23 -5.27624 0.07576 2.96394
H24 -4.56021 0.00516 1.37700
H25 -2.04974 -3.68624 -0.04401
H26 -1.68246 -5.09963 0.88143
H27 -3.35552 -4.86527 0.30298
H28 -3.40948 -5.68466 2.38826
H29 -2.37344 -5.11046 3.64374
H30 -4.09045 -4.56783 3.52610
H31 -1.13485 -3.40926 3.45149
H32 -0.63651 -3.37189 1.80096
C18 7.61474 4.95034 -6.98418
N2 6.48001 4.16111 -6.44247
C19 5.39613 4.80900 -5.98455
C20 4.30861 4.11389 -5.50993
C21 4.32043 2.72081 -5.50670
C22 5.46686 2.08052 -5.96801
C23 6.53312 2.82061 -6.42893
C24 3.14617 1.93530 -5.05168
C25 2.53079 1.02190 -5.90389
C26 1.46950 0.26777 -5.45588
N3 1.02019 0.39939 -4.19824
C27 1.57832 1.28662 -3.35998
C28 2.63744 2.06674 -3.76287
C29 -0.09483 -0.44863 -3.70592
H33 7.95355 5.63821 -6.21348
H34 7.26154 5.49228 -7.85845
H35 8.42109 4.28080 -7.26439
H36 5.41772 5.88980 -6.01780
H37 3.44599 4.66860 -5.16444
H38 5.54249 1.00111 -5.97008
H39 7.43505 2.35300 -6.79733
H40 2.86820 0.89184 -6.92376
H41 0.97269 -0.45179 -6.09095
H42 1.16350 1.35038 -2.35888
H43 3.07223 2.75879 -3.05345
H44 -0.89074 0.20217 -3.35164
H45 0.28545 -1.06945 -2.89781
H46 -0.45880 -1.07476 -4.51400